(1)
Molecular formula: C3H3IN2O
Method: DFT, wB97M-V/def2-TZVPD

Computed properties:
- LUMO: 0.006 hartree
- Structure (SMILES): ICc1ncon1
- Relative energy (zero: lowest compared OMol25 entry of this formula, charge and spin): 20.61 kcal per mole

Geometry (Å):
C  0.2183  -0.8618  1.7620
C  0.8128  -0.4067  -0.2093
C  0.5992  0.0537  -1.7137
N  -0.2993  -0.6461  0.6041
N  1.9337  -0.5085  0.4856
O  1.5760  -0.8576  1.7093
I  1.0503  2.1452  -1.8736
H  -0.2735  -1.0751  2.6737
H  -0.4439  -0.0231  -2.1632
H  1.3853  -0.4540  -2.1734

Force components x, y, z for each atom (eV/Å):
1.0 -0.3 -1.7
-1.5 0.6 0.1
-0.7 0.3 2.7
0.2 0.4 -0.2
-0.1 0.3 -3.1
-1.1 0.0 2.1
0.0 0.0 0.0
-0.1 -0.2 0.7
1.6 -0.5 1.1
0.8 -0.7 -1.7

***

(2)
Molecular formula: CH3IO2
Method: DFT, wB97M-V/def2-TZVPD

Computed properties:
- LUMO: 0.000 hartree
- Relative energy (zero: lowest compared OMol25 entry of this formula, charge and spin): 107.22 kcal per mole

Geometry (Å):
C  0.6412  -0.0724  0.1360
O  0.0871  0.8965  -0.3360
O  -1.6426  -1.3464  -0.0493
I  -2.7660  0.0569  -0.2065
H  1.1961  -0.7004  -0.4811
H  0.5975  -0.5032  1.0993
H  -2.0346  1.2679  -1.0140

Force components x, y, z for each atom (eV/Å):
-1.2 0.7 -1.3
0.6 0.2 1.0
0.9 -0.8 0.0
-1.6 0.7 0.1
1.4 -1.2 -1.6
-0.6 0.4 1.9
0.3 -0.1 -0.1

***

(3)
Molecular formula: C5H4O
Method: DFT, wB97M-V/def2-TZVPD

Computed properties:
- LUMO: -0.026 hartree
- Structure (SMILES): C=Cc1cc1=O
- Relative energy (zero: lowest compared OMol25 entry of this formula, charge and spin): 70.17 kcal per mole

Geometry (Å):
C  1.0285  -0.9860  -0.0159
C  0.6866  0.3599  0.0846
C  2.0437  0.0494  0.0458
C  -1.8242  0.0289  0.0702
C  -0.6243  0.9528  -0.0210
O  3.2114  0.2613  0.0173
H  0.6021  -1.9407  -0.3081
H  -2.8079  0.2489  -0.0556
H  -1.5071  -1.0071  0.4783
H  -0.8087  2.0327  -0.2955

Force components x, y, z for each atom (eV/Å):
0.3 2.5 -0.1
-2.0 -2.5 -0.1
0.4 -2.0 0.0
9.1 1.1 1.3
-6.0 -1.6 -0.4
0.9 0.9 0.0
0.2 0.2 0.3
-2.5 1.0 -0.4
-1.0 1.7 -1.0
0.4 -1.4 0.4

***

(4)
Molecular formula: C12H35N3O4
Method: DFT, wB97M-V/def2-TZVPD

Computed properties:
- LUMO: 0.027 hartree
- Structure (SMILES): COC[C@H](C)N.COC[C@H](C)N.COC[C@H](C)N.O
- Relative energy (zero: lowest compared OMol25 entry of this formula, charge and spin): 39.35 kcal per mole

Geometry (Å):
O  0.1237  0.4370  -0.5552
H  0.9510  0.0385  -0.8254
H  -0.2945  -0.2267  -0.0067
C  0.0509  -2.3755  2.1678
C  -1.1663  -2.5006  1.1546
C  -2.2640  -3.2528  1.8327
O  -2.8671  -2.4572  2.7889
C  -4.0499  -3.0767  3.2785
N  -1.6015  -1.1788  0.7980
H  0.9755  -2.0010  1.7285
H  0.3371  -3.4009  2.4019
H  -0.3073  -1.8262  3.0384
H  -0.7505  -3.0554  0.3136
H  -1.8700  -4.2098  2.1749
H  -3.0150  -3.6083  1.1272
H  -4.4843  -2.4107  4.0241
H  -3.8292  -3.9729  3.8583
H  -4.7634  -3.2972  2.4845
H  -2.0550  -0.7128  1.5708
H  -2.3976  -1.3331  0.1958
C  4.1646  0.4838  0.0385
C  3.6936  -0.8774  0.4816
C  3.2810  -1.8839  -0.5654
O  2.1621  -1.4456  -1.1914
C  1.6259  -2.2752  -2.1636
N  4.7681  -1.3537  1.3016
H  3.4168  0.9935  -0.5691
H  5.0164  0.4772  -0.6415
H  4.4071  1.0969  0.9066
H  2.8684  -0.7113  1.1742
H  3.1703  -2.7969  0.0196
H  4.0996  -2.0602  -1.2631
H  2.3292  -2.3091  -2.9957
H  0.7487  -1.6990  -2.4580
H  1.3030  -3.2627  -1.8338
H  5.5703  -1.5249  0.7123
H  5.1766  -0.8106  2.0487
C  -2.7908  2.6497  -2.0719
C  -1.4615  3.1705  -2.4661
C  -0.7295  4.0850  -1.4460
O  -1.5813  5.2103  -1.3460
C  -1.3299  5.9810  -0.1444
N  -0.7458  1.9696  -2.8461
H  -2.7008  2.0597  -1.1597
H  -3.2863  1.9589  -2.7541
H  -3.5860  3.3845  -1.9469
H  -1.6973  3.8233  -3.3066
H  0.2868  4.3124  -1.7677
H  -0.6242  3.5429  -0.5062
H  -2.0758  6.7669  -0.0259
H  -0.3462  6.4504  -0.1486
H  -1.5446  5.3292  0.7025
H  -0.4317  1.5587  -1.9785
H  0.1206  2.1274  -3.3407

Force components x, y, z for each atom (eV/Å):
0.6 0.9 -0.4
0.4 -0.1 -0.1
-0.9 -0.5 0.5
-0.9 -0.9 -1.0
2.2 0.5 1.9
-0.1 -1.4 -1.0
-0.7 -0.2 0.8
0.3 0.5 0.9
-0.6 0.2 -1.0
-0.4 0.7 -0.1
-0.2 -0.1 0.6
0.5 0.0 0.1
-0.5 0.1 -0.4
0.2 -0.1 0.9
-0.4 0.3 -0.6
-0.1 0.3 -0.3
0.2 -0.4 -0.3
0.0 0.0 -0.1
0.4 0.0 0.6
-0.2 0.4 -0.7
-1.0 1.0 -1.6
0.7 2.0 1.3
1.8 -0.3 1.5
-1.0 0.7 0.5
-0.6 0.8 -0.9
1.5 -2.7 0.3
-0.3 0.3 0.2
0.4 -0.5 0.2
-0.1 0.0 -0.1
-0.5 -0.1 -0.2
-0.4 -0.5 -0.2
0.3 0.0 -0.4
-0.1 -0.5 -0.3
-0.2 -0.4 -0.5
0.3 -0.1 0.3
0.2 -0.3 -0.2
-0.9 0.6 0.0
-2.1 -0.3 1.5
0.4 0.5 -1.1
-1.4 -1.0 -0.5
0.6 1.1 1.2
-0.9 -0.6 -0.7
0.9 0.0 -0.3
-0.1 0.1 0.4
0.8 -0.1 -0.6
0.3 0.5 0.5
0.6 0.0 -0.5
0.1 0.3 -0.3
-0.2 0.0 0.4
-0.1 0.1 -0.6
0.2 -0.3 0.2
0.7 -0.1 0.3
-0.2 -0.7 0.3
0.1 0.5 -0.3